{
  "formula": "C26H39CrNO6Sb",
  "method": "ωB97M-V/def2-TZVPD",
  "species": ["Cr", "C", "C", "O", "C", "C", "O", "C", "C", "O", "C", "C", "O", "H", "H", "H", "H", "H", "H", "H", "H", "H", "H", "H", "H", "H", "H", "H", "H", "C", "C", "C", "C", "C", "C", "N", "C", "C", "C", "C", "C", "C", "C", "O", "O", "C", "C", "H", "H", "H", "H", "H", "H", "H", "H", "H", "H", "H", "H", "H", "H", "C", "Sb", "C", "C", "H", "H", "H", "H", "H", "H", "H", "H", "H"],
  "coordinates": [[2.066017, 0.131728, 0.837300], [5.005471, -0.149026, -0.257174], [5.581491, 1.310770, -0.105409], [4.618321, 2.055597, 0.620279], [3.765182, 2.863447, -0.198108], [2.676974, 3.415286, 0.660373], [2.061192, 2.349430, 1.396714], [2.054307, 2.543289, 2.846823], [1.591439, 1.199756, 3.349476], [2.292570, 0.102113, 2.809826], [3.727852, 0.100466, 3.074620], [4.364778, -0.959324, 2.111998], [3.981441, -0.507363, 0.783069], [5.737700, -0.906663, -0.209190], [4.414374, -0.214433, -1.187106], [5.711053, 1.685766, -1.140266], [6.519928, 1.391798, 0.545035], [3.350755, 2.333582, -1.080896], [4.350105, 3.642964, -0.618196], [1.911036, 3.904220, -0.020059], [3.041598, 4.148428, 1.352868], [1.381350, 3.288648, 3.145426], [3.071084, 2.811789, 3.184595], [0.549765, 1.032357, 3.259877], [1.723583, 1.376567, 4.378521], [3.893403, -0.097875, 4.172404], [4.055585, 1.128715, 2.777266], [3.936744, -1.932902, 2.278872], [5.465514, -1.015251, 2.279404], [-6.830874, -1.677431, -1.795968], [-5.983399, -0.644330, -0.960449], [-6.715942, 0.368299, -0.350634], [-6.049694, 1.376467, 0.425786], [-4.648451, 1.384879, 0.412670], [-3.967423, 0.359684, -0.283584], [-2.547522, 0.484267, -0.386967], [-1.957653, 0.873707, -1.569814], [-2.761579, 1.167998, -2.702850], [-2.207410, 1.347250, -3.908803], [-0.832190, 1.228212, -4.178671], [-0.013990, 1.125061, -3.102630], [-0.569179, 0.930782, -1.824797], [0.368988, 0.716809, -0.760603], [0.145238, 0.665427, 0.513979], [1.647113, 0.492629, -1.021050], [-4.595502, -0.729687, -0.846738], [-3.901185, -1.794913, -1.560866], [-7.783495, -1.251733, -2.012123], [-7.035141, -2.638713, -1.355903], [-6.473504, -1.922880, -2.855102], [-7.747838, 0.257031, -0.345737], [-6.667337, 2.090937, 0.965053], [-4.091590, 2.268742, 0.678182], [-1.973977, 0.418304, 0.458480], [-3.883123, 1.222247, -2.557739], [-2.938508, 1.580969, -4.666999], [-0.467015, 1.448819, -5.180411], [1.074912, 1.092113, -3.329557], [-4.196816, -2.736023, -1.142742], [-2.816315, -1.737692, -1.352066], [-4.208626, -1.783956, -2.633957], [1.014828, -2.913372, -1.171344], [0.961468, -2.427023, 0.851702], [1.843214, -4.002280, 1.941650], [-1.017458, -2.916254, 1.186830], [0.776446, -3.938940, -1.359450], [1.992431, -2.656028, -1.705747], [0.189115, -2.284384, -1.592861], [1.198963, -4.862232, 2.090873], [2.107014, -3.507385, 2.881339], [2.766506, -4.267308, 1.427646], [-1.070580, -3.966280, 0.876533], [-1.719548, -2.403611, 0.558829], [-1.313986, -2.872058, 2.198265]],
  "forces_ev_per_a": [[-1.644, 0.855, -1.046], [-1.311, 1.127, 0.218], [0.093, -0.702, 1.243], [-0.438, 0.318, -0.512], [0.086, -0.808, -0.358], [-1.188, 0.334, -1.235], [0.254, 0.190, 0.423], [1.130, -1.825, -2.189], [0.240, 1.826, 0.848], [0.556, -0.754, 0.283], [0.821, 0.168, 0.280], [0.173, 1.797, 0.855], [0.749, -0.081, -0.237], [0.892, -0.831, -0.124], [0.346, -0.088, 0.418], [0.355, -0.006, 0.673], [-1.057, -0.440, -1.346], [0.096, -0.271, 0.640], [0.502, 1.107, -0.320], [0.740, -0.502, 0.917], [0.257, 0.405, 0.373], [-1.092, 1.165, 0.281], [-0.407, -0.111, -0.122], [-0.985, -0.245, -0.747], [0.491, -0.988, 1.883], [-0.108, 0.096, -1.192], [0.328, -1.079, 0.398], [-0.171, -0.430, -0.025], [-0.771, 0.207, -0.404], [1.333, 0.505, -1.214], [-1.781, -1.203, -0.772], [2.997, 0.523, 1.508], [-0.285, -1.359, -0.982], [-0.929, -0.362, -1.278], [0.089, 0.885, 1.294], [1.279, 0.351, -0.224], [-0.715, -0.226, -0.091], [-1.845, -0.352, 2.100], [-0.417, 0.037, -1.318], [-0.404, 1.157, -0.323], [0.922, -0.595, -1.295], [0.952, -0.241, 1.924], [1.125, -0.239, -0.048], [-0.208, -0.458, -0.173], [-0.241, -0.144, 0.265], [-1.086, 1.236, -0.462], [0.990, -0.471, -0.482], [-0.820, 0.502, 0.171], [0.274, -0.319, 0.615], [0.207, 0.500, 1.484], [-1.791, 0.316, -0.129], [0.391, 0.084, -0.149], [0.113, -0.028, 0.569], [-0.355, 0.187, -0.685], [1.551, -0.007, -0.295], [0.294, 0.013, -0.564], [0.023, -0.337, 0.273], [-0.897, 0.110, 0.840], [-0.390, -0.777, 0.038], [-0.400, 0.059, -0.792], [0.770, -0.117, 0.690], [0.694, 1.303, -1.527], [0.604, 0.270, -0.307], [0.760, 0.774, 0.113], [-0.377, -0.776, -0.793], [-0.137, -0.679, 0.009], [-1.404, -0.260, 0.865], [0.754, -0.463, 0.049], [-0.094, 0.081, -0.048], [-0.033, -0.555, 0.143], [-0.031, -0.242, 0.098], [0.102, 0.057, 0.090], [-0.244, 0.593, -0.230], [-0.280, 0.228, 1.167]],
  "lowdin_charge": [0.8540, -0.0281, -0.1206, -0.1621, -0.1646, -0.1164, -0.1968, -0.0887, -0.1466, -0.2609, -0.0700, -0.0769, -0.2974, 0.1204, 0.1394, 0.1440, 0.1635, 0.1365, 0.1331, 0.1725, 0.1343, 0.1386, 0.1499, 0.1412, 0.1391, 0.1752, 0.1290, 0.1066, 0.1684, -0.0276, -0.1827, -0.0147, -0.0296, -0.0130, -0.2401, 0.1011, -0.1507, -0.0049, -0.0501, -0.0556, -0.0231, -0.0934, -0.4806, -0.1123, -0.1368, -0.2250, -0.0354, 0.0565, 0.0745, 0.1006, 0.0915, 0.1079, 0.1091, 0.1362, 0.1550, 0.1230, 0.1201, 0.1395, 0.0859, 0.0670, 0.1098, -0.2825, 1.4693, -0.2676, -0.2582, 0.0154, 0.0569, 0.0292, 0.0336, 0.0070, 0.0224, 0.0447, -0.0047, 0.0158],
  "multiplicity": 4,
  "energy_ev": -76313.1424,
  "de_lowest_kcal_mol": 0.0,
  "charge": 2,
  "lumo_ev": [-7.25, -5.70]
}